No. 1
This record from the Open Molecules 2025 dataset describes C18H18BF2N4O2RhS as an isolated structure at a distorted geometry. The level of theory is wB97M-V/def2-TZVPD.

**Spin multiplicity**: 1
**Net charge**: +2
**E_LUMO (alpha / beta)**: -8.1 / -8.1 eV
**Energy above the lowest of the compared OMol25 structures with the same formula, charge and spin**: 24.1 kcal per mole
**Strongest force on any atom**: 1.971 eV/Å
**E**: -48955.90738 eV

Last column: natural (NBO) charge in e.
Element x y z (Å)
1 Rh 0.407 0.823 0.179  0.74
2 O 6.677 -0.723 2.432  -0.72
3 C 6.432 -1.003 1.077  -0.11
4 C 4.995 -0.693 0.781  0.10
5 C 4.529 -0.638 -0.528  -0.22
6 C 3.200 -0.350 -0.757  0.08
7 N 2.342 -0.123 0.242  -0.54
8 C 2.775 -0.195 1.519  0.14
9 C 4.091 -0.471 1.820  -0.21
10 C 1.713 -0.006 2.535  0.27
11 C 1.905 -0.152 3.894  -0.23
12 C 0.827 -0.077 4.769  0.10
13 C 0.985 -0.211 6.267  -0.11
14 O -0.037 -1.005 6.812  -0.69
15 C -0.445 0.116 4.232  -0.21
16 C -0.584 0.278 2.876  0.06
17 N 0.471 0.241 2.044  -0.39
18 H 7.578 -0.969 2.659  0.50
19 H 6.602 -2.061 0.841  0.21
20 H 7.065 -0.411 0.408  0.21
21 H 5.189 -0.821 -1.366  0.26
22 H 2.797 -0.308 -1.762  0.23
23 H 4.449 -0.519 2.837  0.27
24 H 2.898 -0.347 4.276  0.25
25 H 0.876 0.788 6.701  0.22
26 H 1.988 -0.564 6.516  0.20
27 H 0.236 -1.925 6.851  0.49
28 H -1.318 0.130 4.870  0.28
29 H -1.555 0.447 2.429  0.23
30 F -1.678 -1.013 -0.193  -0.46
31 B -1.494 0.282 -0.176  1.18
32 F -2.448 1.146 -0.412  -0.47
33 N -0.385 7.626 -1.456  -0.74
34 C -1.005 6.975 -0.466  0.04
35 S -2.084 7.697 0.537  0.00
36 C -0.662 5.520 -0.312  0.01
37 C -1.257 4.788 0.718  -0.18
38 C -0.951 3.460 0.882  0.06
39 N -0.074 2.826 0.083  -0.45
40 C 0.494 3.506 -0.915  0.03
41 C 0.228 4.841 -1.142  -0.21
42 H -0.596 8.603 -1.586  0.43
43 H 0.283 7.212 -2.080  0.39
44 H -1.961 5.281 1.374  0.29
45 H -1.402 2.878 1.672  0.22
46 H 1.196 2.970 -1.547  0.22
47 H 0.730 5.304 -1.978  0.24

Forces on the atoms, in the same order (eV/Å):
1.4166 0.8038 -1.1107
-0.0906 0.0068 0.0025
0.0085 -0.0403 -0.0143
-0.0350 0.0147 0.0068
-0.0212 -0.0137 0.0198
0.0272 -0.0165 -0.0514
-0.3455 -0.4610 0.2205
-0.0179 0.0066 -0.0500
0.0284 0.0353 -0.0194
-0.0330 -0.1707 -0.1512
-0.0672 0.0022 0.0492
-0.0269 0.0029 -0.0448
0.0118 0.0247 0.0222
-0.0762 0.1328 -0.0174
0.0081 -0.1377 0.0148
-0.0072 0.0651 0.0801
-0.1279 0.4790 0.3715
0.0841 -0.0203 0.0201
0.0108 0.0076 -0.0220
0.0027 0.0156 0.0172
-0.0012 0.0125 -0.0041
0.0187 -0.0028 0.0037
0.0028 0.0329 -0.0017
0.0067 -0.0056 -0.0057
0.0579 0.0023 -0.0094
-0.0176 -0.0445 -0.0058
0.0373 -0.1082 0.0186
0.0051 -0.0134 0.0114
0.0100 0.0718 0.0250
-0.1079 0.0107 0.0343
0.1597 0.1655 0.0607
-0.1058 -0.1627 0.0201
0.0652 0.0420 -0.0858
-0.2238 0.1768 0.1501
0.1442 -0.1016 -0.1293
-0.0012 -0.1533 0.0864
0.0842 0.0220 -0.0510
0.0571 0.0943 -0.0069
-1.0808 -0.6999 0.6335
0.1892 -0.1084 -0.0826
-0.0031 0.0068 -0.0273
-0.0045 0.0095 -0.0025
-0.0117 0.0067 0.0101
0.0026 -0.0005 0.0199
-0.0284 -0.0144 -0.0145
-0.0112 0.0090 -0.0108
0.0070 0.0159 0.0201


No. 2
This record from the Open Molecules 2025 dataset describes a 2-piece molecular cluster, C4H13N2O2 overall at a distorted geometry. The level of theory is wB97M-V/def2-TZVPD.

**Expectation value of S²**: 0.7544
**Spin multiplicity**: 2
**Net charge**: 0
**E_LUMO (alpha / beta)**: 0.8 / 0.2 eV
**Energy above the lowest of the compared OMol25 structures with the same formula, charge and spin**: 18.2 kcal per mole
**Strongest force on any atom**: 3.653 eV/Å
**E**: -11430.95990 eV

Last column: natural (NBO) charge in e.
Element x y z (Å)
1 C 0.523 1.030 0.183  -0.21
2 C 0.056 0.562 -1.198  -0.50
3 C -1.008 -0.490 -1.215  -0.13
4 C -0.755 -1.918 -0.943  0.16
5 N -1.061 -2.784 -2.133  -0.86
6 O 0.527 -2.334 -0.489  -0.72
7 N -0.782 1.530 0.829  -0.91
8 H 1.232 1.903 0.263  0.20
9 H 0.954 0.158 0.816  0.19
10 H 0.871 0.076 -1.789  0.22
11 H -0.314 1.541 -1.670  0.23
12 H -2.076 -0.207 -1.288  0.19
13 H -1.400 -2.292 -0.070  0.17
14 H -1.910 -3.310 -2.146  0.38
15 H -0.991 -2.171 -2.917  0.36
16 H 0.887 -2.700 -1.352  0.48
17 H -0.613 2.044 1.671  0.38
18 H -1.635 1.014 0.619  0.38
19 H 2.120 3.583 4.925  0.47
20 H 2.894 3.937 3.696  0.46
21 O 1.971 3.597 3.915  -0.93

Forces on the atoms, in the same order (eV/Å):
-1.6442 -0.6793 2.6639
0.4678 0.8273 -1.2005
-0.4236 0.8452 0.4216
-1.5816 -2.6896 1.3445
1.0172 1.0147 0.8666
0.8303 0.3714 -2.2137
1.9700 -0.1241 -1.4760
-0.6022 -1.0100 -0.7029
-0.5060 1.2954 -1.2022
-0.0610 0.8787 0.3668
0.4922 -1.6457 0.1546
0.7439 -0.2424 -0.0160
0.2251 0.7386 -1.2080
-0.4655 -0.0213 0.2490
-0.3459 0.0762 -0.8907
-0.1235 0.3686 1.7317
-0.6686 -0.2660 0.3614
0.6917 0.2728 0.7689
-0.9022 -0.1816 -2.1655
-1.7878 -0.6175 -0.2137
2.6737 0.7887 2.3603


No. 3
This record from the Open Molecules 2025 dataset describes a 2-piece molecular cluster, C4H8O2 overall at a distorted geometry. The level of theory is wB97M-V/def2-TZVPD.

**Spin multiplicity**: 1
**Net charge**: 0
**E_LUMO**: 0.7 eV
**Energy above the lowest of the compared OMol25 structures with the same formula, charge and spin**: 47.4 kcal per mole
**Strongest force on any atom**: 7.195 eV/Å
**E**: -8371.22798 eV
**Structure (SMILES)**: CC(=O)O.C=C

Last column: natural (NBO) charge in e.
Element x y z (Å)
1 C -2.034 -0.117 0.876  -0.41
2 C -2.559 -0.279 -0.372  -0.35
3 C 1.793 -0.411 0.040  0.79
4 C 1.952 1.090 -0.105  -0.74
5 H -2.143 0.675 1.655  0.22
6 H -1.654 -1.113 1.139  0.19
7 H -3.082 0.550 -0.873  0.17
8 H -2.544 -1.048 -0.990  0.18
9 H 0.899 -1.837 -0.802  0.49
10 H 2.470 1.502 0.841  0.24
11 H 2.590 1.202 -0.992  0.24
12 H 0.975 1.716 -0.322  0.24
13 O 2.339 -1.088 0.830  -0.59
14 O 0.998 -0.841 -0.924  -0.68

Forces on the atoms, in the same order (eV/Å):
-1.0388 -2.3003 -1.6275
-0.4238 6.2228 3.5872
-0.7293 2.7904 -0.9387
-0.4728 1.7490 1.0583
0.1460 -0.5801 -1.3006
0.4782 0.7333 0.9676
0.1442 -0.0379 0.4027
0.6915 -4.0192 -2.0072
0.2041 1.6282 -0.2797
-0.7790 -0.6190 -1.7194
0.0052 0.3002 0.3182
1.8292 -1.6558 0.5213
0.9552 -1.5551 1.5959
-1.0098 -2.6567 -0.5782


No. 4
This record from the Open Molecules 2025 dataset describes a 2-piece molecular cluster, C4H4F3I overall at a distorted geometry. The level of theory is wB97M-V/def2-TZVPD.

**Spin multiplicity**: 1
**Net charge**: 0
**E_LUMO (alpha / beta)**: -0.1 / -1.0 eV
**Energy above the lowest of the compared OMol25 structures with the same formula, charge and spin**: 119.5 kcal per mole
**Strongest force on any atom**: 4.634 eV/Å
**E**: -20460.02965 eV

Last column: natural (NBO) charge in e.
Element x y z (Å)
1 C -0.029 -0.313 -0.716  -0.41
2 C 0.995 0.086 -0.081  0.49
3 C -0.116 -0.574 -2.253  -0.66
4 C -0.224 0.624 2.501  0.53
5 F 2.217 0.578 -0.217  -0.30
6 F -1.454 1.046 2.225  -0.35
7 F -0.361 -0.585 3.070  -0.34
8 I 0.685 2.045 3.738  0.12
9 H -0.952 -0.629 -0.354  0.24
10 H -1.088 -0.091 -2.527  0.22
11 H -0.372 -1.641 -2.323  0.22
12 H 0.700 -0.547 -3.063  0.24

Forces on the atoms, in the same order (eV/Å):
0.9338 -0.4821 -4.5136
1.4551 1.4153 3.4430
-0.6975 -0.9935 -0.7332
-0.5521 -0.6873 0.2022
-1.0952 -0.6228 -0.6578
-0.0348 -0.1061 -0.6157
0.4163 0.4310 -0.3856
0.5523 0.1985 0.1823
-1.0900 -0.1853 1.5762
1.0996 -0.0200 -0.4426
-0.0959 0.0425 0.1611
-0.8916 1.0096 1.7837